Entry 1:
Entry from OMol25: a molecular structure, C18H37BaF3O20S4 (the ωB97M-V functional and the def2-TZVPD basis).

Computed properties:
Charge: -1
Frontier orbital gap: 0.146 Eh
⟨S²⟩: 0.7570
HOMO: -2.062 eV
Multiplicity: 2

Geometry (Å):
Ba  0.6339  0.7370  0.4268
S  -2.5609  1.9909  -1.6638
S  3.2790  -1.5455  -1.3853
S  -2.1447  0.5174  3.4697
S  3.0655  -0.6749  3.5568
F  -2.7620  -4.4290  0.3246
F  -3.2022  -2.2035  0.0525
F  -2.1634  -2.8858  1.8884
O  2.4624  -1.0441  -0.2955
O  2.8339  -1.8618  4.4211
O  4.3602  -2.5080  -1.1515
O  1.0958  4.8251  1.6594
O  -3.5087  1.1152  2.6233
O  4.7059  -0.6992  3.1494
O  -1.8859  1.3672  4.6704
O  2.1544  -0.4564  2.4082
O  -0.2835  -1.9105  -0.2360
O  1.8324  3.9353  -2.2236
O  2.3283  -2.1130  -2.5957
O  -1.7976  0.8322  -1.0465
O  -0.4241  -4.1253  -0.5631
O  -2.3275  3.3323  -1.1198
O  -1.1512  0.1065  2.4363
O  2.4947  2.0941  -1.3095
O  0.4043  2.4272  -1.7244
O  1.7083  2.8220  2.0500
O  -0.2583  3.2650  1.3530
O  -4.1749  1.5352  -1.6443
C  -5.1628  2.4942  -2.0287
C  4.7714  1.1893  1.4960
C  -2.9775  -1.0631  4.2003
C  -3.6402  2.4991  2.5786
C  2.4420  -1.8154  -5.0376
C  0.7675  -4.3968  -1.3098
C  -2.2591  2.0632  -3.5476
C  2.9276  -2.5734  -3.8314
C  4.0497  -0.1937  -2.3190
C  2.8410  0.8298  4.6653
C  -6.5060  1.8792  -1.9407
C  1.3576  -5.7177  -0.8739
C  -2.2681  -3.1126  0.5355
C  1.5919  2.7653  -1.8605
C  0.7807  3.6300  1.8288
C  -4.8514  2.8260  1.7963
C  -0.8830  -2.9618  -0.0884
C  5.1327  -0.2073  1.8729
H  -5.0223  3.8843  1.5991
H  -2.7465  2.9606  -3.9286
H  -2.1981  -1.7285  4.5716
H  4.9647  -0.5433  -2.7973
H  4.0164  -2.5997  -3.7872
H  0.4852  -4.4252  -2.3622
H  5.0548  1.4386  0.4735
H  -3.5789  -0.9037  5.0952
H  6.1993  -0.4175  1.7942
H  -3.7462  2.8333  3.6107
H  4.7028  -0.9741  1.2285
H  3.6910  1.2952  1.5943
H  -4.8587  2.3573  0.8123
H  2.7651  -2.3212  -5.9475
H  -7.2359  2.5222  -2.4325
H  1.3535  -1.7631  -5.0131
H  -1.1708  2.1055  -3.5909
H  2.7876  1.6548  3.9549
H  1.4794  -3.5728  -1.2616
H  0.5020  -6.3931  -0.8654
H  -3.6011  -1.4111  3.3769
H  -5.7665  2.4330  2.2392
H  1.8342  0.7980  5.0819
H  3.3241  0.2412  -3.0063
H  -2.7456  3.0290  2.2515
H  2.7440  -3.6368  -3.9845
H  2.9264  -0.8457  -5.1520
H  -2.6944  1.1536  -3.9615
H  -6.8476  1.5433  -0.9616
H  -4.9981  3.0083  -2.9756
H  4.3405  0.6325  -1.6702
H  3.6264  0.7373  5.4153
H  1.7834  -5.7310  0.1294
H  -6.5317  0.9722  -2.5447
H  5.2606  1.9125  2.1486
H  -5.0345  3.1786  -1.1901
H  2.1077  -6.0045  -1.6109

Entry 2:
Entry from OMol25: a molecular structure, C18H37BeCl3O10 (the ωB97M-V functional and the def2-TZVPD basis).

Computed properties:
Frontier orbital gap: 0.061 Eh
HOMO: -6.244 eV

Geometry (Å):
Cl  5.5325  -2.4395  1.9588
Cl  7.5907  -1.0339  0.4516
Cl  4.7976  -0.2540  0.1794
O  0.2382  -4.8470  0.2994
O  -1.8719  8.1769  -0.4380
O  -1.4630  5.2875  -0.0268
O  -2.3918  -7.5405  1.6180
O  1.5671  0.6868  -1.0423
O  2.2568  -5.0343  -0.6828
O  0.6231  1.1485  3.5910
O  0.4131  -4.6085  -1.9687
O  -5.4900  6.5818  -0.6336
O  1.9757  3.1209  3.2146
C  -0.3957  5.6688  0.8324
C  1.1349  -5.3275  1.2828
C  2.4771  -4.9975  0.7148
C  1.8356  -0.5065  1.1095
C  0.9612  1.1803  -3.4239
C  -0.8238  8.0835  -1.3971
C  -2.6807  5.9729  0.2749
C  1.1081  2.1281  1.0329
C  0.9576  1.7539  -1.8550
C  -2.6406  -7.0326  0.3098
C  6.0338  -0.8800  1.2835
C  -3.3064  -5.6699  0.4166
C  0.2015  -0.3044  -3.3258
C  0.9607  0.6547  0.3298
C  0.9245  -4.8117  -0.8802
C  -2.8848  7.1864  -0.6377
C  1.2453  2.1097  2.6669
C  -3.5114  -8.0164  -0.4554
Be  5.0129  -5.0422  1.0412
H  -2.6740  -4.9757  0.9803
H  -3.7080  -7.6619  -1.4719
H  2.8137  -3.9933  0.9932
H  -5.9145  7.3098  -1.0495
H  -4.4698  -8.1694  0.0533
H  0.4394  1.9051  -4.1799
H  0.9231  -1.1472  -2.9273
H  2.0341  2.6702  0.5640
H  -1.6722  -6.9307  -0.1919
H  -1.1292  8.5737  -2.3254
H  0.5457  5.3955  0.3490
H  0.0532  8.6034  -0.9959
H  -0.3804  6.7427  1.0355
H  -3.8440  7.6588  -0.3859
H  -3.4970  -5.2449  -0.5738
H  -0.2270  -0.5563  -4.3861
H  -0.1324  2.0508  -1.5184
H  -3.5003  5.2674  0.1011
H  2.9078  -0.0790  1.3091
H  1.8510  -1.4459  0.3776
H  0.1380  2.7685  0.7622
H  0.5144  1.5434  4.5223
H  1.6906  2.6750  -1.8287
H  -3.2463  -7.6342  2.0710
H  -4.2577  -5.7397  0.9562
H  0.9572  -4.8359  2.2432
H  -3.0250  -8.9962  -0.5137
H  -2.9329  6.8928  -1.6936
H  6.1518  -0.1704  2.1064
H  2.1042  0.9828  -3.6730
H  -0.7099  -0.2817  -2.5575
H  1.3142  -0.8821  2.0978
H  -2.7093  6.2659  1.3325
H  3.2422  -5.7224  1.0058
H  -0.5432  7.0496  -1.6071
H  -0.4800  5.1232  1.7770
H  0.9849  -6.4058  1.4017

Entry 3:
Entry from OMol25: a molecular structure, C18H37F6HgN5O9 (the ωB97M-V functional and the def2-TZVPD basis).

Computed properties:
Energy above the lowest of the compared OMol25 structures with the same formula, charge and spin: 243.4 kcal per mole
Frontier orbital gap: 0.087 Eh
HOMO: -7.786 eV

Geometry (Å):
Hg  -0.1386  0.2336  -1.2986
F  4.5979  -4.6347  2.3937
F  2.9974  -5.9626  3.0567
F  4.4217  5.2673  -0.6161
F  2.8925  5.3589  -2.0438
F  4.9059  4.7786  -2.5849
F  3.0984  -5.5153  0.9954
O  2.8497  2.3396  -2.1317
O  -2.4688  1.3456  -4.8787
O  3.0997  2.9987  -0.0488
O  0.6195  -2.7793  -4.6091
O  2.2862  -2.9585  3.6578
O  -4.3773  0.1134  4.5965
O  -1.8807  3.5353  0.8076
O  -3.5905  -2.0678  -0.5236
O  2.0530  -2.7865  1.5130
N  -1.4274  1.5585  -6.8224
N  -3.2941  4.4401  2.2514
N  2.6492  -3.5864  -4.5704
N  -2.3540  -0.6745  4.1390
N  -4.3192  -3.5279  -1.8919
C  2.2791  -3.7478  2.4631
C  1.5778  -3.2648  -5.2275
C  3.1927  3.4253  2.2554
C  -5.8248  -2.9125  0.0908
C  3.9709  4.6313  -1.6686
C  4.0328  2.9222  1.0745
C  -2.2772  4.4768  1.3929
C  -3.1224  -0.4332  6.4590
C  -3.9992  1.6891  -6.6540
C  1.5760  -3.5787  -6.7318
C  -1.7463  5.8618  1.0387
C  3.2985  -4.9555  2.2491
C  3.6511  3.1283  -1.2987
C  -4.5526  -2.8379  -0.7817
C  3.4625  -2.7254  4.2597
C  -2.5587  1.5798  -6.1044
C  3.1481  -1.8028  5.4357
C  -3.2817  -0.3372  4.9845
H  -3.5040  5.2828  2.7671
H  4.6180  2.6320  -1.2154
H  0.5628  -3.5435  -7.1323
H  1.2907  -4.2041  2.5175
H  -1.4318  1.6677  -7.8264
H  -4.0792  -0.1524  6.8994
H  -3.7683  3.6191  2.5997
H  -1.4480  5.8901  -0.0093
H  2.2464  2.8897  2.3307
H  -4.6704  2.3756  -6.1378
H  3.6468  3.0912  3.1883
H  2.5827  -3.6183  -3.5631
H  -2.4882  6.6421  1.2083
H  3.4381  -4.1097  -4.9222
H  -2.3399  0.2470  6.7954
H  -3.0744  -1.4764  6.7712
H  -1.5731  -1.2652  4.3867
H  2.2830  -2.8079  -7.0386
H  -6.2888  -1.9371  0.2369
H  -0.5998  1.3774  -6.2725
H  -0.9279  6.1014  1.7176
H  -6.5701  -3.5568  -0.3755
H  -3.8005  1.8432  -7.7146
H  2.5054  -0.9514  5.2116
H  2.0830  -4.5130  -6.9728
H  -5.4519  -3.4231  0.9787
H  4.0363  -1.3457  5.8718
H  4.0004  -3.5502  4.7272
H  -3.3859  -3.4114  -2.2600
H  4.2114  -2.3477  3.5636
H  -4.5539  0.7571  -6.5452
H  -2.6367  -0.5911  3.1730
H  2.5619  -2.1802  6.2736
H  -5.0672  -3.9849  -2.3936
H  4.8880  3.5959  1.0206
H  4.2492  1.8637  1.2191
H  3.0086  4.4990  2.2942